1.
Computed, not measured: a structure of composition C27H13Cl76F4I2InN at a distorted geometry, with ωB97M-V/def2-TZVPD.

Geometry as XYZ:
```
124
Properties=species:S:1:pos:R:3:forces:R:3
C 8.950042 -1.181591 1.299903 -0.5038 -0.2474 0.5648
C 8.687624 -2.724160 0.955491 0.4655 0.8962 -0.3140
C 7.236740 -2.969818 0.327062 0.8149 0.2086 -1.3190
N 6.651762 -1.654644 -0.049393 -0.9471 -0.8683 0.2373
In 4.797815 -1.233887 0.899894 0.7786 0.7295 0.2431
C 4.061909 -2.829390 2.310375 -2.4710 -2.0353 0.7997
I 5.468150 -3.590886 3.823734 -0.2248 0.4637 -1.1863
C 2.785117 -3.387742 2.347071 1.8774 1.6645 -0.4284
C 1.683211 -2.904411 1.332614 -0.4250 -1.3191 0.2537
I 2.134917 -4.922152 3.780641 0.2632 0.7561 -1.0232
C 3.331893 -0.619436 -0.709394 0.4008 0.6608 -0.5325
F 4.092089 0.084636 -1.698357 -0.8775 -0.8581 0.6729
F 2.704902 -1.658753 -1.412990 -0.0207 1.1667 0.5351
C 2.318250 0.455050 -0.111301 0.7617 0.2365 -0.4811
F 2.882917 1.725559 -0.316288 -0.9109 -1.2825 0.2846
F 1.059944 0.464936 -0.709360 1.1404 -0.0718 0.7669
H 9.893099 -1.062158 1.911688 -0.7643 -0.2327 -0.7389
H 9.003012 -0.540107 0.378679 -0.0081 -0.7518 0.9354
H 8.101417 -0.765749 1.926795 0.9361 -0.4901 -0.7353
H 8.915936 -3.334542 1.871975 -0.3495 0.3820 -0.8928
H 9.442461 -2.971236 0.146747 -0.6708 -0.0262 1.0261
H 6.562998 -3.614700 0.953590 0.7681 0.6912 -0.2736
H 7.391995 -3.536616 -0.649478 -0.1227 0.2545 1.2749
H 6.607060 -1.553805 -1.065971 -0.0542 -0.1790 0.5047
H 5.074494 0.246586 1.914118 -0.2870 -0.4538 -0.2087
H 1.941356 -3.339236 0.323595 -0.2224 0.8892 0.9139
H 0.669222 -3.350163 1.578067 1.2107 0.5158 -0.0401
H 1.538704 -1.793035 1.318830 0.4357 -1.0373 -0.0881
H 2.279167 0.319451 1.009580 -0.5938 0.2056 -1.2131
C -2.297418 2.174999 -1.758955 0.3143 -0.1188 0.0557
Cl -2.305670 1.070541 -0.372879 0.0639 0.2713 -0.1783
Cl -0.677988 2.864400 -1.948472 -0.4536 -0.3250 -0.2169
Cl -2.741016 1.291515 -3.238996 0.3185 0.5417 -0.0444
Cl -3.471287 3.478147 -1.484350 0.0571 -0.2918 0.1961
C -0.365550 6.664958 0.282061 0.0870 -0.1379 0.0046
Cl -1.332321 6.323782 1.731084 0.0866 0.0524 -0.1560
Cl 0.513320 5.202909 -0.198323 -0.3757 0.3241 0.9236
Cl -1.438500 7.170625 -1.038863 0.1162 -0.0692 0.1264
Cl 0.790206 7.963219 0.640414 -0.1352 -0.1558 0.0524
C -4.934104 -2.282361 -1.372283 0.0193 0.0480 -0.0260
Cl -5.093788 -3.531131 -2.621525 0.0120 0.1598 0.2118
Cl -4.490115 -0.743203 -2.134193 -0.4090 -0.7145 0.1984
Cl -6.479550 -2.099373 -0.515669 0.1893 -0.0550 -0.0307
Cl -3.671476 -2.756246 -0.219875 -0.1689 0.0708 -0.1636
C -4.221358 7.184342 -4.430092 -0.0260 0.0163 -0.0578
Cl -2.846752 8.304032 -4.352083 -0.1491 -0.1571 0.0236
Cl -4.403807 6.587210 -6.091744 0.1308 0.5252 0.1867
Cl -3.931371 5.817319 -3.331494 0.0329 0.4912 -0.2943
Cl -5.702647 8.030636 -3.940351 0.1744 -0.1046 -0.0565
C -5.163208 -7.778013 -3.485777 0.1747 -0.0936 0.0967
Cl -5.873523 -6.358035 -4.280992 -0.1520 -0.2696 0.0715
Cl -4.830714 -7.398855 -1.785335 -0.0607 -0.0164 -0.2492
Cl -6.300553 -9.137871 -3.577609 0.3793 0.5439 0.0234
Cl -3.650113 -8.211965 -4.302038 -0.2144 0.0218 0.1311
C -5.643448 2.464359 -6.443404 -0.0198 -0.0210 0.2165
Cl -7.065638 3.135828 -7.267138 0.1884 0.0918 0.1761
Cl -4.377479 2.109244 -7.640189 -0.0900 0.0846 0.1679
Cl -5.033370 3.644692 -5.270808 -0.2115 -0.7176 -0.2000
Cl -6.092623 0.968474 -5.595022 0.1256 0.3094 0.2166
C -0.736592 -9.458756 -6.744501 0.0403 0.0524 0.0162
Cl -2.137078 -8.725214 -7.551188 0.1932 -0.0803 0.1015
Cl 0.538569 -9.767023 -7.939262 -0.1609 0.0324 0.1475
Cl -0.124036 -8.354478 -5.498170 -0.1377 -0.1397 -0.1900
Cl -1.223741 -10.989695 -5.990553 0.0425 0.1897 -0.0863
C -1.946250 -3.834609 -5.735996 0.0556 0.0191 0.0583
Cl -3.338985 -4.891076 -5.430933 0.3205 0.2224 -0.1329
Cl -1.484089 -3.943827 -7.446555 -0.0561 0.0033 0.1837
Cl -2.380150 -2.158960 -5.345216 0.0352 -0.2080 -0.0354
Cl -0.584290 -4.344494 -4.721159 -0.2092 0.0816 -0.1398
C -8.381007 -0.620229 -8.365327 0.1668 -0.0594 0.0460
Cl -8.365655 -1.683500 -6.945130 0.0830 0.0553 -0.2969
Cl -6.776535 0.103207 -8.571498 -0.3816 -0.4254 -0.4567
Cl -8.797733 -1.566299 -9.807893 0.0188 0.1235 0.1731
Cl -9.584894 0.665945 -8.134219 0.1053 -0.1557 -0.0878
C -10.340183 -0.623024 -3.300707 0.0701 0.0710 -0.0533
Cl -10.385151 0.083803 -4.926717 -0.0963 -0.0179 0.3608
Cl -11.096604 0.493640 -2.147181 0.0894 -0.1432 -0.1200
Cl -11.224448 -2.161915 -3.300551 0.1027 0.1687 -0.0029
Cl -8.654420 -0.909774 -2.827347 -0.2862 0.0434 -0.0929
C -9.887215 -10.841159 -3.162292 -0.0500 0.0728 0.0362
Cl -8.252005 -11.329277 -3.650668 -0.4776 -0.3138 0.0316
Cl -9.932508 -9.085189 -2.918070 0.0072 -0.2559 -0.0374
Cl -11.041869 -11.292047 -4.431719 0.1553 0.0475 0.1534
Cl -10.320963 -11.660416 -1.649750 0.0678 0.0994 -0.2029
C 2.788203 7.378474 -2.985835 -0.0771 -0.1784 -0.1012
Cl 3.367202 7.495859 -4.659909 -0.0312 0.0132 0.1903
Cl 2.013716 5.802797 -2.734047 0.4477 0.5079 -0.5643
Cl 4.158518 7.542451 -1.870942 -0.1242 -0.2291 -0.5060
Cl 1.617386 8.675193 -2.678208 0.1600 -0.1192 -0.1108
C 3.324495 -2.523034 7.246969 0.1364 0.0863 -0.3480
Cl 4.704499 -3.633256 7.357465 -0.2690 0.1475 0.1912
Cl 3.278871 -1.493684 8.693188 0.0183 -0.1024 -0.0991
Cl 3.484076 -1.507934 5.804609 -0.1666 -0.0042 0.3960
Cl 1.823024 -3.455538 7.128527 0.2556 0.0008 0.1886
C 4.290167 9.549381 2.361997 0.2042 -0.1871 -0.0133
Cl 4.237512 8.913565 0.707149 -0.0787 0.3116 0.5693
Cl 2.871198 10.580939 2.642919 0.1034 -0.0591 -0.0307
Cl 4.275854 8.199487 3.510868 0.2176 0.2042 -0.2949
Cl 5.767827 10.505214 2.588172 -0.1528 -0.3155 -0.2541
C -2.094256 -5.767281 5.026699 0.0882 0.0342 -0.1243
Cl -3.645722 -4.904795 5.027615 0.1580 -0.0907 0.0191
Cl -1.477742 -5.873178 3.367473 -0.2119 -0.0128 0.3031
Cl -0.930419 -4.889391 6.038677 -0.2787 -0.1482 -0.1336
Cl -2.326512 -7.402694 5.676850 0.0180 0.1777 -0.0590
C 8.999568 -2.201985 6.557108 -0.0966 0.1136 -0.1796
Cl 7.704402 -1.310761 7.378823 0.1705 -0.1251 -0.0994
Cl 10.395505 -2.355962 7.644801 -0.1188 0.0002 -0.0737
Cl 8.415679 -3.816478 6.112621 0.1055 0.1472 0.1052
Cl 9.482276 -1.327976 5.092200 -0.1090 -0.1702 0.2160
C 6.382075 13.964830 4.958390 -0.1058 -0.0670 0.0425
Cl 5.675929 15.350717 4.104382 0.0961 -0.1616 0.0985
Cl 6.732047 14.420647 6.637531 -0.0198 -0.0388 -0.2052
Cl 5.237657 12.611628 4.937430 0.1293 0.4439 0.2340
Cl 7.886289 13.477633 4.152212 -0.1737 0.0482 0.0835
C 1.237734 7.495585 6.511127 -0.0306 0.0049 -0.0856
Cl 2.620099 6.394973 6.669621 -0.1687 0.1435 -0.0310
Cl 1.162088 8.558910 7.930522 0.0104 -0.1203 -0.1483
Cl 1.430354 8.476446 5.046851 -0.2622 -0.1263 0.3478
Cl -0.260276 6.551197 6.399112 0.1925 0.1113 0.0249
C -0.271387 -0.541785 10.151245 -0.0126 -0.0590 -0.1273
Cl -0.438166 -1.798629 8.910973 -0.0347 0.3120 0.3075
Cl 0.167650 0.994625 9.380763 -0.0461 -0.2090 0.1055
Cl -1.812331 -0.351932 11.012809 0.1500 -0.0033 -0.0638
Cl 0.993612 -1.007597 11.305577 -0.1951 0.0639 -0.0861
```
Positions in Å, forces in eV/Å.

Computed properties:
Charge = -1
Energy = -1013641.3925 eV
Maximum force = 3.30 eV Å⁻¹
Gap between HOMO and LUMO = 6.04 eV

2.
Computed, not measured: the ion C5H14NSi with charge +1 at a distorted geometry, with ωB97M-V/def2-TZVPD.

Geometry as XYZ:
```
21
Properties=species:S:1:pos:R:3:forces:R:3
C 0.458191 -1.064709 2.412380 0.4514 -0.7286 0.2449
C -1.930374 -1.056279 -0.352762 1.5854 0.7693 -1.8649
C 0.289297 0.828537 0.888487 -4.1868 -2.5531 -0.1584
C 1.089947 -0.838556 -1.344921 2.0528 0.1225 -1.5368
C -1.165100 1.716851 -1.520465 2.0549 -3.7072 -3.3601
N 1.118217 -0.080160 1.621580 4.0346 -0.9246 -0.5007
Si -0.412202 0.088677 -0.756549 -2.3156 -0.1392 0.6260
H -0.296180 -0.866297 3.085275 -1.4650 1.2738 1.1014
H 0.755733 -2.088157 2.405983 0.7167 -0.2869 -0.5034
H -2.557411 -1.490925 -1.146332 0.5682 -0.0304 0.3095
H -2.488434 -0.852657 0.510278 -0.6660 0.1868 1.3368
H -0.539736 0.961963 1.565039 -0.6397 0.5964 -0.0087
H 0.646641 1.739703 0.659900 2.1200 2.9894 -0.3436
H 1.214480 -0.961714 -2.433192 -0.4843 0.8269 -0.1365
H 2.112441 -0.387826 -1.106937 -1.2885 -0.2962 0.0178
H 1.190571 -1.909583 -1.211285 -0.4139 -0.3510 1.1542
H -2.136653 1.889324 -1.248582 -2.3955 0.2899 0.9735
H -0.521014 2.450220 -1.205403 1.3646 2.2205 0.4685
H -1.153013 1.642100 -2.678416 0.0955 0.2705 1.8754
H 1.958601 0.472543 2.002347 -1.3803 -1.1239 0.4123
H 1.585086 -0.708169 0.938477 0.1913 0.5954 -0.1073
```
Positions in Å, forces in eV/Å.

Computed properties:
Charge = +1
Energy = -14768.4814 eV
Maximum force = 5.41 eV Å⁻¹
Energy relative to the best compared isomer or geometry (same formula, charge and spin) = 135.72 kcal/mol
Gap between HOMO and LUMO (alpha / beta) = 7.20 / 10.47 eV

3.
Computed, not measured: an isolated molecule of C6H14O, with ωB97M-V/def2-TZVPD.

Geometry as XYZ:
```
21
Properties=species:S:1:pos:R:3:forces:R:3
C -2.304875 -0.096054 -1.203030 0.0245 0.0182 0.0206
C -1.079621 -0.460718 -0.356191 0.0462 -0.0923 0.0695
C -1.352563 -0.411862 1.147466 -0.1739 -0.0698 0.1226
C 0.154233 0.411018 -0.581506 0.0485 -0.0666 0.1316
C 1.452375 -0.239144 -0.017669 0.2112 -0.0206 -0.1728
C 2.551513 0.790514 0.133549 0.1112 0.0423 -0.0375
O 1.403107 -1.021240 1.196682 0.0904 0.2622 -0.1359
H -3.148671 -0.740091 -0.924068 0.1350 0.1293 -0.0396
H -2.124951 -0.246681 -2.275423 0.0609 0.0652 0.1964
H -2.625791 0.943679 -1.060032 0.1285 -0.1199 0.0551
H -0.798226 -1.487290 -0.634070 -0.0533 0.0476 0.1333
H -2.208631 -1.018548 1.445861 -0.1030 0.0572 -0.0576
H -1.521823 0.629749 1.454272 -0.1236 -0.1776 -0.0099
H -0.462119 -0.785073 1.662315 -0.6732 0.1430 -0.0029
H -0.027753 1.416707 -0.166406 0.1036 -0.2411 0.0997
H 0.345604 0.572833 -1.656350 -0.0022 -0.1355 0.2690
H 1.716078 -1.007594 -0.748992 0.1891 0.1340 -0.0901
H 2.306315 1.452016 0.977107 0.0596 -0.0681 -0.1511
H 2.654223 1.417211 -0.756118 0.0316 -0.0909 0.0572
H 3.498511 0.288019 0.343740 -0.0058 0.1608 -0.0412
H 1.641928 -0.483359 1.967098 -0.1052 0.0223 -0.4163
```
Positions in Å, forces in eV/Å.

Computed properties:
Charge = 0
SMILES = CC(C)C[C@@H](C)O
Energy = -8496.3196 eV
Maximum force = 0.69 eV Å⁻¹
Energy relative to the best compared isomer or geometry (same formula, charge and spin) = 13.21 kcal/mol
Gap between HOMO and LUMO = 10.88 eV

- maximum force of number 3 (C6H14O)?
  0.69 eV Å⁻¹

What did the second record say?
Computed, not measured: the ion C5H14NSi with charge +1 at a distorted geometry, with ωB97M-V/def2-TZVPD.

Geometry as XYZ:
```
21
Properties=species:S:1:pos:R:3:forces:R:3
C 0.458191 -1.064709 2.412380 0.4514 -0.7286 0.2449
C -1.930374 -1.056279 -0.352762 1.5854 0.7693 -1.8649
C 0.289297 0.828537 0.888487 -4.1868 -2.5531 -0.1584
C 1.089947 -0.838556 -1.344921 2.0528 0.1225 -1.5368
C -1.165100 1.716851 -1.520465 2.0549 -3.7072 -3.3601
N 1.118217 -0.080160 1.621580 4.0346 -0.9246 -0.5007
Si -0.412202 0.088677 -0.756549 -2.3156 -0.1392 0.6260
H -0.296180 -0.866297 3.085275 -1.4650 1.2738 1.1014
H 0.755733 -2.088157 2.405983 0.7167 -0.2869 -0.5034
H -2.557411 -1.490925 -1.146332 0.5682 -0.0304 0.3095
H -2.488434 -0.852657 0.510278 -0.6660 0.1868 1.3368
H -0.539736 0.961963 1.565039 -0.6397 0.5964 -0.0087
H 0.646641 1.739703 0.659900 2.1200 2.9894 -0.3436
H 1.214480 -0.961714 -2.433192 -0.4843 0.8269 -0.1365
H 2.112441 -0.387826 -1.106937 -1.2885 -0.2962 0.0178
H 1.190571 -1.909583 -1.211285 -0.4139 -0.3510 1.1542
H -2.136653 1.889324 -1.248582 -2.3955 0.2899 0.9735
H -0.521014 2.450220 -1.205403 1.3646 2.2205 0.4685
H -1.153013 1.642100 -2.678416 0.0955 0.2705 1.8754
H 1.958601 0.472543 2.002347 -1.3803 -1.1239 0.4123
H 1.585086 -0.708169 0.938477 0.1913 0.5954 -0.1073
```
Positions in Å, forces in eV/Å.

Computed properties:
Charge = +1
Energy = -14768.4814 eV
Maximum force = 5.41 eV Å⁻¹
Energy relative to the best compared isomer or geometry (same formula, charge and spin) = 135.72 kcal/mol
Gap between HOMO and LUMO (alpha / beta) = 7.20 / 10.47 eV

- What is the formula in the second record?
  C5H14NSi